1.
Formula: C36H40BMnNP2
Source: OMol25
Level of theory: the ωB97M-V functional and the def2-TZVPD basis

Geometry (Å):
Mn -3.1898 0.5544 0.6505
C -4.7782 -4.1860 0.7481
C -3.4504 -3.9027 0.7614
C -2.4683 -3.8933 -0.3574
C -2.1558 -2.6570 -1.2661
C -3.3386 -1.8800 -1.7362
C -4.5892 -2.2906 -1.9916
C -5.2591 -3.6029 -1.7901
C -5.6998 -4.2014 -0.3850
C -2.9229 2.5650 1.2174
H -5.2308 -4.2547 1.7483
H -2.9079 -3.4742 1.6351
H -2.7133 -4.7633 -0.9694
H -1.4902 -4.1178 0.1324
H -1.4199 -2.0154 -0.7602
H -1.6324 -3.0664 -2.1518
H -3.0716 -0.8450 -2.0111
H -5.2394 -1.5538 -2.5193
H -4.6752 -4.3595 -2.3243
H -6.2138 -3.4668 -2.3239
H -6.6260 -3.7352 -0.1012
H -5.9692 -5.2121 -0.6525
H -3.3212 2.4301 2.2087
H -3.6565 2.6732 0.4395
H -1.9754 3.0468 1.1226
P 2.8898 0.8264 1.4627
P 2.1635 2.0554 -0.9403
C 3.3865 -0.1120 -0.0235
C 3.2772 0.6442 -1.1544
C 4.2822 0.7058 2.6431
C 5.3009 -0.2469 2.4876
C 6.3303 -0.3183 3.4143
C 6.3841 0.6104 4.4655
C 5.3191 1.4748 4.6877
C 4.2742 1.5285 3.7676
C 1.7502 -0.3635 2.2222
C 0.4820 -0.4181 1.5994
C -0.3758 -1.4715 1.9170
C 0.0160 -2.3999 2.8931
C 1.2582 -2.3165 3.5469
C 2.1525 -1.3106 3.1727
C 3.3835 3.3455 -1.5670
C 4.4962 3.4666 -0.7294
C 5.5909 4.2250 -1.1311
C 5.5180 4.9494 -2.3156
C 4.3996 4.8662 -3.1396
C 3.3274 4.0580 -2.7752
C 0.9669 2.0507 -2.3061
C 0.0358 3.1140 -2.3488
C -0.8849 3.1817 -3.3946
C -0.8906 2.1827 -4.3820
C 0.0573 1.1485 -4.3506
C 0.9817 1.0686 -3.3026
H 3.6011 -1.1779 0.0121
H 3.8719 0.5089 -2.0573
H 5.2575 -0.9644 1.6721
H 7.0942 -1.0937 3.3601
H 7.2402 0.6373 5.1414
H 5.2818 2.0966 5.5698
H 3.4210 2.1710 3.9318
H 0.2538 0.3229 0.8224
H -1.3408 -1.6177 1.4228
H -0.6634 -3.2001 3.1717
H 1.5676 -3.0293 4.3179
H 3.1725 -1.3075 3.5698
H 4.5008 2.9518 0.2223
H 6.4802 4.2501 -0.5169
H 6.3335 5.5965 -2.5977
H 4.3466 5.4174 -4.0684
H 2.4345 3.9744 -3.4068
H 0.0925 3.8836 -1.5709
H -1.5767 4.0271 -3.4118
H -1.6382 2.2409 -5.1738
H 0.0767 0.4090 -5.1561
H 1.7340 0.2758 -3.2891
B -7.6813 -1.1746 0.8040
C -6.1898 -0.8182 0.5804
N -5.0459 -0.5567 0.4992
H -8.5322 -0.4516 1.2783
H -7.8566 -2.2208 1.4076
H -8.1133 -1.4876 -0.2780

Properties
⟨S²⟩: 8.768
Multiplicity: 6
Kohn-Sham gap (alpha / beta) in hartree: 0.2562 / 0.2133



2.
Formula: C11H16O3Si
Source: OMol25
Level of theory: the ωB97M-V functional and the def2-TZVPD basis

Geometry (Å):
O -0.9805 -1.2784 0.1302
O 0.6960 0.6788 1.0423
O -1.4573 -0.2578 2.6384
C 2.1401 -2.2408 -1.4660
C 2.2268 -1.3079 -2.4581
C 1.0686 -2.1853 -0.5911
C 1.2799 -0.3918 -2.7000
C 0.0617 -1.3066 -0.7670
C 0.1634 -0.3836 -1.8701
C 1.6441 -0.0189 1.8238
C -1.5955 0.7854 3.5849
C -0.9692 0.5817 -2.1743
C -1.2318 1.6954 -1.1097
C -1.9338 1.3330 0.1586
Si -0.9038 0.0791 1.1158
H 2.9735 -2.9779 -1.3888
H 3.0330 -1.4922 -3.2276
H 0.9286 -2.8139 0.2656
H 1.4857 0.2936 -3.5222
H 2.4136 -0.4408 1.1859
H 2.1323 0.7634 2.4696
H 1.3109 -0.9315 2.3577
H -1.2044 0.4441 4.5977
H -2.6510 1.0948 3.6470
H -0.9121 1.6275 3.4765
H -0.8444 0.9811 -3.0902
H -1.8626 0.0170 -2.3530
H -1.6833 2.5210 -1.6942
H -0.3020 2.0972 -0.7484
H -2.8768 0.7615 -0.0613
H -2.1496 2.2725 0.7281

Properties
Multiplicity: 1
Kohn-Sham gap in hartree: 0.3471